No. 1
Density functional theory data (ωB97M-V with the def2-TZVPD basis set) for a structure of composition C30H28BF4I2N8O3Sn.

Summary:
* Kohn-Sham gap: 7.240 eV
* relative energy (zero: lowest compared OMol25 entry of this formula, charge and spin): 0.828 eV
* LUMO: 2.07 eV
* net charge: -1

Structure (XYZ):
```
77
Properties=species:S:1:pos:R:3:forces:R:3
Sn 0.0653 0.4191 -0.0248 0.376 0.195 -0.430
H -0.4052 -0.3737 2.5992 0.075 -0.035 0.016
H 0.0402 -2.2859 1.2530 -0.023 -0.021 -0.029
O 2.1247 -0.8641 -0.1307 0.008 0.137 -0.091
B -1.9573 0.7937 4.0080 -0.022 -0.146 0.251
C 1.8924 2.1026 -2.8642 0.011 0.077 -0.052
C 4.0642 -2.1534 0.3039 0.032 0.071 -0.063
H -5.3743 1.0013 -1.7733 -0.004 -0.011 0.000
C -3.5827 -0.5415 -0.4425 0.161 0.048 0.005
H 2.5340 2.7927 -2.3113 0.002 -0.001 -0.011
H -4.3099 -0.7491 3.1957 0.066 0.024 0.070
N 0.3351 -2.0975 -2.5904 -0.004 -0.017 -0.012
H -0.7566 -1.2088 -5.6417 0.000 -0.010 -0.007
H 2.3903 1.8868 -3.8179 0.005 0.006 -0.007
C -0.0024 3.2420 -1.7680 -0.014 -0.383 -0.188
N -2.0013 -0.7774 -1.9958 0.158 -0.105 0.049
N 0.5305 -0.5402 2.2431 0.163 -0.144 0.200
H 1.3383 0.1427 -2.6184 0.014 0.013 -0.003
H -6.4271 0.4667 3.0305 -0.002 -0.007 0.013
H -0.1431 2.0714 -3.5786 -0.003 0.027 -0.034
C 2.7361 -1.7377 0.5821 0.006 -0.053 0.015
N 1.2015 2.0846 1.5979 -0.159 -0.352 0.013
C 2.1290 -2.3628 1.7044 -0.014 -0.042 0.189
C -7.0358 1.3417 1.1664 0.003 0.016 -0.007
N -3.2453 -0.3242 -1.6665 -0.230 0.008 -0.164
C -4.8070 0.0919 0.0670 -0.014 -0.021 -0.034
H 0.6883 3.6430 -3.7776 0.020 -0.004 -0.006
O -0.6386 2.3349 -1.1232 0.014 0.340 0.217
C -1.8341 -1.2372 -3.1625 -0.057 -0.069 -0.030
H 1.6993 5.3653 2.0588 -0.003 0.010 0.001
F -1.8460 0.8787 2.5938 -0.168 0.210 0.024
F -1.7211 -0.5770 4.3484 -0.071 0.058 -0.082
H -2.6539 -1.3298 -3.8792 0.015 0.109 -0.020
H 5.7707 -3.3485 0.8070 0.007 0.011 0.005
I 5.1556 -5.0057 3.3702 -0.024 0.012 -0.034
C 0.7170 -1.9883 2.0632 0.080 0.059 0.090
C 2.0738 -2.3772 -4.2103 0.000 0.011 -0.027
C 1.5555 1.6277 2.8047 -0.053 0.053 -0.060
H 2.2496 2.0844 4.7730 -0.007 0.002 0.010
C 2.0750 3.8434 3.5474 0.007 -0.045 0.019
H -7.8950 1.8409 1.5961 -0.004 -0.007 -0.004
C 2.8239 -3.2752 2.4786 -0.036 -0.018 -0.032
C -5.6374 0.8800 -0.7318 -0.016 -0.016 0.005
H 2.3334 -3.7107 3.3412 0.003 0.001 0.008
F -3.2484 1.1442 4.4166 -0.029 -0.075 -0.127
H 0.4246 -2.5474 2.9613 -0.022 0.056 -0.006
N 1.7325 0.8914 -2.0570 -0.126 0.077 0.036
C -0.0685 -1.5753 -4.8904 -0.005 -0.015 0.012
C 1.4882 0.1429 3.0930 0.078 0.058 -0.048
C -6.7461 1.4954 -0.1912 -0.012 0.001 -0.002
H 0.8986 3.7504 0.3945 -0.015 -0.069 0.030
H 1.2693 0.0120 4.1595 -0.004 -0.006 -0.029
H 2.4813 -0.2757 2.9082 -0.004 -0.021 -0.008
H 2.2024 -2.7813 -2.0978 -0.003 0.028 -0.006
C 1.5748 -2.4442 -2.9154 -0.001 -0.039 0.008
H 1.5824 -1.8539 -6.2367 -0.008 -0.006 -0.004
I 5.0201 -1.2828 -1.3440 -0.021 0.006 0.031
H -7.3845 2.1076 -0.8146 0.005 0.005 0.006
C 2.0000 2.4874 3.8007 0.010 0.024 0.040
C -3.1678 -1.3930 1.6460 0.057 -0.011 0.029
H 3.0986 -2.6577 -4.4128 -0.002 -0.005 0.012
F -0.9897 1.5917 4.6078 -0.023 -0.004 -0.018
C -0.4754 -1.6636 -3.5613 0.021 -0.009 0.023
C -6.2261 0.5718 1.9721 0.017 0.023 0.018
N -4.2692 -0.8388 2.1917 -0.036 0.056 0.079
N -2.8175 -1.3299 0.4100 -0.053 0.001 0.004
H -2.5402 -1.9358 2.3442 -0.016 0.001 0.041
C 4.1274 -3.6370 2.1656 0.048 -0.001 -0.004
C 1.2453 3.4043 1.3620 -0.007 -0.124 -0.084
H 2.4100 4.5263 4.3181 0.002 -0.004 0.009
C 0.5472 2.7850 -3.1210 0.017 -0.085 0.148
C 1.6858 4.3129 2.3039 0.024 -0.019 0.059
C 4.7576 -3.0753 1.0669 -0.094 -0.027 0.040
H 2.6138 0.5349 -1.7017 -0.054 -0.008 0.045
O 0.2742 4.3728 -1.3652 -0.058 0.181 -0.114
C -5.1113 -0.0560 1.4171 0.005 0.011 -0.001
C 1.2305 -1.9322 -5.2155 0.007 0.010 0.010
```
Positions in Å, forces in eV/Å.



No. 2
Density functional theory data (ωB97M-V with the def2-TZVPD basis set) for a cluster of 15 separate species, C44H126N8O20 in total at a distorted geometry.

Summary:
* Kohn-Sham gap: 9.475 eV
* relative energy (zero: lowest compared OMol25 entry of this formula, charge and spin): 3.761 eV
* LUMO: 0.24 eV
* net charge: 0

Structure (XYZ):
```
198
Properties=species:S:1:pos:R:3:forces:R:3
H -3.7193 6.9454 6.5509 -0.175 -0.001 -0.301
H -9.9563 -2.8493 -4.0105 0.040 -0.445 -0.186
H 0.4599 -8.4973 -2.2749 -0.222 -0.546 -0.191
C -0.2885 -6.6778 5.4896 2.404 -0.141 0.485
H -13.2448 -6.3899 -3.0017 0.122 -0.189 0.022
H 11.5815 -7.9023 -5.3230 -0.153 0.102 0.852
C 5.3042 8.3133 4.1637 -1.306 0.600 1.426
C 3.3045 8.6361 -4.3746 0.686 -0.174 0.528
H 5.2610 -4.1318 -6.8615 0.280 0.131 0.176
H -12.1625 -2.9632 -4.8136 -0.175 -0.234 -0.082
H 2.2103 1.6953 0.7604 0.327 -0.179 0.090
C 2.6477 -8.5736 -0.7631 0.392 -0.916 0.379
H -13.5577 -2.6988 -3.7141 0.034 -0.032 -0.146
H -5.3629 -3.3523 -8.4689 0.866 -0.364 -0.633
C -2.4479 5.4007 5.6539 -1.853 1.442 -1.460
O 8.5133 2.6391 5.7834 -1.654 -0.593 -0.468
H 2.1375 2.9126 -0.4585 -0.258 0.060 -0.171
C 9.2600 3.1773 -5.4665 -0.264 0.398 0.501
C -1.6480 -0.0786 8.7895 1.772 -0.217 0.236
H 4.8429 9.1645 4.6645 -0.060 0.544 -0.375
N -11.7842 -1.7161 6.7177 1.090 -0.507 -0.698
H 1.2212 -6.9444 7.1874 -0.947 0.533 0.570
H 1.8414 -9.1860 -0.3594 -0.119 0.020 0.001
H 10.3200 2.8350 4.8517 0.258 0.334 -0.099
H 7.0330 7.7839 3.1335 0.161 -0.534 0.207
H -1.1901 7.0751 -5.1332 -0.185 0.101 -0.511
C -8.1819 -2.8248 5.1476 -0.675 1.345 -0.330
N 1.5847 -6.4150 -0.8824 -1.524 0.252 0.015
H -2.4344 4.5401 3.5659 0.389 -0.690 0.479
H -1.4551 -0.3333 7.7474 -0.341 -0.090 0.001
H -4.4547 3.5643 4.1522 -0.209 -0.467 0.053
C 10.3706 -3.6440 -2.4497 0.089 0.244 -1.673
H 6.5406 9.2594 2.6116 -0.435 0.809 0.549
H -1.1514 -6.2420 5.9930 -0.274 -0.537 -0.006
H -5.9160 2.5235 11.9452 -0.163 -0.431 -0.597
H 8.3158 3.5780 5.8164 -0.035 0.138 -0.056
C -2.8110 5.3999 4.1199 0.958 0.133 0.113
H 4.3171 -3.4569 -5.4902 0.283 0.005 0.113
C 2.1277 0.9164 -1.2733 -1.987 0.723 -0.573
O 0.8302 -7.1538 -3.7713 0.342 -0.250 0.215
H -4.3053 2.3952 12.4857 0.225 0.064 0.215
H -12.5380 -1.2315 6.2517 0.022 0.567 0.045
H 2.1441 2.1997 -10.8639 0.094 0.052 -0.195
H 0.3252 -5.8266 5.1948 0.026 0.188 -0.215
H -10.7876 -3.4719 6.3936 0.533 -0.018 -0.151
H -12.4478 -1.3846 -4.1615 0.078 0.097 0.352
C -6.0336 -3.6149 -9.2871 0.079 0.604 0.569
H 4.5615 7.9155 3.4722 0.279 -0.062 -0.438
O -9.1843 -1.7735 4.9715 1.131 -0.710 0.934
H -10.1300 -1.5115 -3.2181 -0.078 0.261 0.339
H 9.8442 2.9285 7.8417 0.079 0.275 0.156
C -10.4560 -2.2542 4.5915 -0.004 -0.110 0.790
H -5.2691 4.6239 5.3028 -0.183 0.157 0.002
H 0.3289 4.4282 -9.7637 -0.269 -0.148 0.185
C -5.0501 1.8634 11.8936 1.836 0.074 1.027
O 5.5304 7.3880 5.2310 0.685 -0.520 -0.247
H -7.9340 -3.7589 -9.2320 -0.262 -0.014 0.174
C -11.3288 -2.7524 5.7792 -1.213 -0.802 0.325
H 11.4326 2.7815 7.0039 0.498 0.400 0.832
H 3.0783 -6.9825 -2.0060 0.397 -0.619 -1.216
H -5.1244 0.7124 8.8806 -0.150 0.078 -0.519
C 10.4364 3.2230 6.9752 1.461 0.108 -0.760
C -11.6824 -4.4077 -2.4449 0.669 1.933 -0.970
H 2.6404 -0.0454 -1.2602 0.256 0.149 0.248
H 11.0671 -5.9992 -3.3400 -0.155 -0.489 0.304
C -1.1704 -0.8663 -1.3607 -0.584 -1.276 -1.231
C -13.3542 -5.9241 -2.0224 -0.547 0.154 0.877
C -3.2026 0.7127 10.3373 -1.207 0.619 0.694
H 3.3611 -9.2258 -1.2668 -0.155 -0.165 -0.236
H -1.1908 -1.6297 -0.5829 0.030 0.269 0.425
H 2.7914 -4.3442 -6.7213 0.012 -0.017 -0.053
H 10.2139 1.4619 5.8818 -0.635 -0.260 0.123
C -0.5833 6.6655 -4.3256 -1.869 -0.578 -0.889
H 10.7556 3.8175 -3.9894 -0.061 -0.848 0.101
O 10.8327 -4.0582 -3.7547 0.313 0.558 -0.124
H -0.1657 -7.2278 -5.4992 -0.326 -0.057 -0.009
H 7.3600 3.2275 -5.0949 -0.075 0.088 -0.001
H 10.6118 -4.3523 -1.6571 -0.203 -0.139 -0.057
H 1.6887 4.7071 -10.7991 0.169 -0.149 -0.074
H 2.2782 2.9319 -9.2696 -0.081 -0.141 0.386
H -13.1489 -4.0376 6.0522 -0.109 0.688 0.126
H 1.4631 -7.9787 5.9677 -0.333 -0.489 -0.853
H 11.7515 -7.3372 -6.7352 -0.151 0.520 -0.476
H 12.5510 -5.7334 -5.1943 0.063 0.575 0.439
H 1.9410 -8.7978 -3.3136 -0.205 -0.458 0.080
O -0.6089 -7.4701 4.3385 -0.299 0.255 0.652
H -0.9920 5.1424 6.8858 0.580 0.049 0.246
O -7.2335 -3.6259 -8.5892 -1.938 -0.210 0.496
H 9.1945 4.5282 -3.7199 -0.595 -0.484 -0.082
H -5.7492 0.1730 10.2234 -0.462 -0.248 0.162
C -11.5625 -2.8844 -2.7435 0.128 -0.021 -0.779
C 6.5948 8.6944 3.5422 1.803 -1.165 -0.177
H 2.3399 -5.9891 -0.3643 -0.035 0.121 0.224
H -8.4649 -3.5705 5.8906 -0.212 -0.109 -0.173
H -0.0923 -8.8231 -4.7567 0.561 -0.125 0.195
H -0.0994 1.3990 -1.0559 0.126 0.441 -0.602
H -3.5151 -0.2565 10.7259 0.123 -0.473 -0.149
C 11.1774 -4.9677 -6.6521 0.164 1.068 0.146
H 9.7628 3.0989 -6.4304 0.485 0.136 0.291
H -11.4230 -4.9449 -3.3572 -0.292 -0.353 -0.391
H -14.3855 -5.9955 -1.6769 -0.122 0.086 -0.306
H 2.2324 8.2913 -6.1535 -0.297 -0.216 0.018
C 0.7380 8.5015 -4.5622 2.022 -1.139 -0.363
C -0.1886 -7.7578 -4.5470 -0.259 0.804 -0.383
H 1.5193 1.0320 -3.1647 0.124 -0.553 -0.664
H -5.8883 -4.5951 -9.7411 0.694 0.164 -0.169
H 1.3187 -5.7374 -1.5825 -0.380 0.542 0.166
H -1.0696 4.0383 5.7500 0.614 -0.359 -0.196
H -0.2404 -7.0313 3.5682 -0.053 -0.102 -0.020
H 3.6545 2.1691 -0.2047 0.061 -0.501 -0.022
H 9.5866 -5.6903 -4.2270 -0.232 0.191 -0.343
C 2.5878 1.9464 -0.2308 -0.289 0.002 -0.248
H -0.7959 -8.8271 6.4834 0.002 -0.155 -0.122
C 1.5736 2.6521 -10.0528 -0.377 1.422 -0.976
H -5.8955 4.4550 3.6132 0.026 0.121 0.188
C -12.5182 -2.4457 -3.9226 0.346 -0.532 1.186
H -2.2751 6.2279 3.6558 -0.152 0.289 0.058
H -0.5069 3.1452 -11.5854 -0.101 -0.125 0.067
H 10.8521 -2.6848 -2.2593 0.268 -0.175 0.074
H -1.1503 -7.6244 -4.0517 -0.192 0.073 -0.036
C 11.4862 -5.8051 -5.4164 -0.641 0.711 -0.426
H 4.8002 -2.3964 -6.8146 0.005 -0.113 -0.119
H -0.8557 0.6026 9.0997 0.610 -0.188 0.107
H -10.9430 -1.1572 6.7242 -0.243 1.128 0.650
H 3.2202 -8.1878 0.0803 -0.175 0.272 0.097
H 9.2113 2.1948 -4.9971 0.564 -0.145 0.120
H -6.0766 -2.7863 -9.9939 0.555 -0.179 -0.434
H 4.2215 8.8577 -4.9205 0.013 -0.350 -0.200
O 0.7177 7.0624 -4.4810 0.488 1.047 -0.011
H 3.3095 7.6191 -3.9823 0.126 -0.027 -0.160
N -1.0816 5.0391 5.8851 0.202 -0.652 -0.036
N -5.5299 1.0362 9.7471 -0.564 -0.286 -0.967
O 0.1524 -0.5487 -1.7360 -0.264 1.001 0.034
C 2.1161 8.8835 -5.2459 -1.579 0.360 0.461
H -1.1241 7.0470 -3.4595 0.431 -0.171 0.738
H -11.7503 -2.4226 -1.7742 -0.483 0.385 -0.205
O -13.0026 -4.5652 -2.0541 -0.451 -0.537 -0.043
O -2.8217 0.5883 8.9407 -2.540 1.365 1.575
H -10.9121 -1.3719 4.1426 -0.399 -0.225 -0.265
C -12.5680 -3.5080 5.2971 1.226 -0.682 -1.444
C 4.4974 -3.4131 -6.5643 -0.417 -0.225 0.019
N 2.2792 1.4740 -2.6674 -0.463 -0.640 0.992
O 7.9438 3.5348 -5.7922 -0.958 0.296 -0.394
C 1.3045 -8.0677 -2.8136 0.683 0.770 1.506
H 10.1721 -5.1338 -7.0391 -0.047 -0.214 0.202
H 9.3166 -3.3930 -2.5686 -0.306 -0.462 0.567
H -2.3927 7.6529 5.6403 0.186 -0.272 -0.192
H 0.9276 0.9405 -9.3767 0.003 -0.055 -0.003
O 7.5557 9.2849 4.4397 -0.748 0.571 -0.751
N 11.2211 -7.1526 -5.8957 -0.399 -1.316 0.437
H 1.2558 10.5266 -6.1101 -0.072 0.086 -0.109
H -2.1491 6.8743 7.2100 0.256 0.045 0.013
H -10.9461 -4.7387 -1.7124 -0.041 0.129 0.459
H -1.8685 -0.0523 -1.1649 0.546 0.519 0.462
O 10.3652 5.3770 -5.1488 -0.492 -0.120 -0.393
H -2.4680 1.0743 11.0569 0.937 0.149 -0.615
C 9.8721 4.1935 -4.5053 1.272 0.393 0.074
H -12.1827 -4.2964 4.6505 0.000 -0.407 -0.076
H -13.1213 -2.9158 4.5682 -0.602 0.275 0.487
H 11.2770 -3.8985 -6.4650 0.012 0.043 0.145
O 3.2920 -3.7231 -7.2554 -0.172 0.218 -0.127
C 10.6323 -5.3961 -4.1370 1.324 -1.068 -0.037
H 2.1784 10.8421 -4.8027 -0.023 0.299 0.044
H -0.7053 5.5892 -4.4479 0.343 -0.072 0.487
H -5.2014 0.9355 12.4452 -0.424 -0.133 -0.118
H -1.6163 -0.9620 9.4272 0.161 -0.348 -0.110
C 0.9110 3.9791 -10.5684 0.828 -0.829 0.455
H 11.8805 -5.1948 -7.4534 0.052 -0.147 -0.028
H -12.7784 -6.4077 -1.2333 0.364 -0.482 -0.234
H -3.1473 4.6920 6.0975 -0.108 -0.052 0.429
H -10.2951 -3.0563 3.8712 -0.384 -0.118 -0.304
H 0.4911 0.2855 0.0780 0.307 -0.156 0.437
O -4.1581 5.5214 3.7537 -0.850 0.653 0.626
C 0.5892 0.5582 -0.9727 1.710 -0.115 0.643
H -0.1060 8.8757 -5.1417 -0.039 -0.064 -0.314
H 3.3728 9.3059 -3.5173 -0.459 0.151 0.192
H 0.6233 8.8609 -3.5396 0.252 0.501 0.118
O 0.5440 1.7780 -9.6469 -0.222 0.045 0.275
C 0.6198 -7.5179 6.4821 -0.919 0.426 -0.955
H -7.9854 -3.2379 4.1582 -0.013 -0.443 0.084
C -2.6786 6.8030 6.2599 -0.625 -0.421 0.427
C 9.8844 2.4970 5.7920 0.500 0.699 -0.018
H 1.9412 2.4258 -2.6717 0.240 0.528 0.328
C -4.4665 1.6252 10.5084 0.092 0.041 -0.584
H -7.2673 -2.3437 5.4942 -0.147 0.128 -0.005
H 10.5326 5.9803 -4.4210 0.115 0.283 -0.217
C -5.0126 4.4954 4.2512 0.944 0.011 -0.436
H 7.7936 8.6913 5.1557 -0.341 -0.361 -0.122
H 10.6707 5.0112 7.6575 0.030 0.348 -0.031
H -1.6378 -1.3322 -2.2282 0.131 -0.273 -0.152
O -0.1984 -8.4640 7.1412 0.394 0.021 0.443
N 2.1150 10.2804 -5.6398 0.161 0.237 -0.028
O 0.1560 3.8213 -11.7441 -0.040 -0.077 -0.111
H 4.6909 7.0766 5.5772 -0.039 0.105 -0.073
O 10.5257 4.6657 6.7737 -0.512 -1.438 0.317
C 2.1698 -7.4769 -1.6620 1.220 0.305 -0.799
N -10.1918 -2.5112 -3.0884 0.417 -0.221 0.108
H -4.2344 2.6168 10.1198 0.102 0.034 -0.372
```
Positions in Å, forces in eV/Å.